The following is a quantum chemistry calculation of a molecular structure, C16H30N6Pt, from OMol25.

Output
Total charge: +2
Energy relative to the best compared isomer or geometry (same formula, charge and spin) (kJ/mol): 0.00
Molar mass (g/mol): 501.5
E_LUMO (eV): -6.23

Structure (XYZ):
```
53
C16H30N6Pt | OMol25 | ωB97M-V with the def2-TZVPD basis set
Pt 0.270 -0.870 0.385
N 2.175 -1.327 -0.347
C 2.887 -0.066 0.021
C 2.847 0.312 1.517
C 1.733 1.222 2.084
C 0.431 0.639 2.673
N -0.691 0.418 1.704
H 2.570 -2.073 0.222
H 2.368 -1.586 -1.312
H 2.454 0.743 -0.557
H 3.924 -0.150 -0.307
H 3.771 0.876 1.656
H 2.967 -0.570 2.157
H 1.528 2.043 1.386
H 2.188 1.709 2.949
H 0.075 1.300 3.466
H 0.669 -0.315 3.137
H -0.800 1.263 1.145
H -1.587 0.293 2.170
C -3.117 2.760 -3.337
C -1.988 1.853 -3.799
N -0.907 1.710 -2.800
C 0.150 2.732 -2.815
C -0.012 3.812 -1.751
C -0.908 0.736 -1.900
C -1.994 -0.294 -1.939
N 0.039 0.635 -0.977
H -3.912 2.761 -4.082
H -2.780 3.788 -3.212
H -3.543 2.421 -2.391
H -1.524 2.252 -4.699
H -2.358 0.865 -4.060
H 0.137 3.183 -3.805
H 1.120 2.233 -2.732
H -0.932 4.373 -1.901
H 0.821 4.512 -1.808
H -0.036 3.400 -0.740
H -2.977 0.167 -1.998
H -1.950 -0.921 -1.053
H -1.869 -0.932 -2.816
H 0.731 1.368 -1.026
N -2.143 -3.756 5.515
C -1.484 -3.791 4.576
C -0.680 -3.819 3.385
C -0.081 -4.985 2.924
C 0.658 -4.916 1.756
C 0.785 -3.706 1.106
N 0.227 -2.565 1.559
C -0.509 -2.642 2.676
H -0.204 -5.916 3.460
H 1.130 -5.794 1.339
H 1.327 -3.645 0.174
H -0.992 -1.743 3.023
```

Atomic partial charges in e from the natural (NBO) method, atoms 1 to 4: number 1, Pt, carries 0.87; number 2, N, carries -0.78; number 3, C, carries -0.23; number 4, C, carries -0.43